Record 1
Below is a structure of composition C7H11NO2V, with properties calculated with ωB97M-V/def2-TZVPD.

Each line ends with the natural charge from an NBO analysis.
Geometry (Å):
C 0.942 -0.707 2.394  -0.251
C -1.152 -1.118 1.168  -0.100
O -2.413 1.825 -1.126  -0.940
H -1.937 0.973 -3.771  0.177
C 0.308 -0.826 1.118  0.240
H -1.366 -2.137 0.941  0.177
H 3.938 0.261 1.225  0.229
H 0.334 -0.776 3.211  0.213
H 2.622 -0.098 3.527  0.228
H 2.746 0.117 -0.931  0.208
H 0.012 0.778 -3.815  0.203
C -0.979 0.384 -3.362  -1.242
H -1.356 -0.587 -3.659  0.216
C 2.930 -0.132 1.299  -0.273
H -1.611 -0.921 2.137  0.170
H -2.683 1.867 -0.207  0.506
C 2.241 -0.307 2.530  -0.145
V -0.751 0.428 -1.262  1.225
C 2.229 -0.253 0.100  0.057
O -1.787 -0.299 0.230  -0.886
N 0.918 -0.514 -0.031  -0.522
H -3.185 2.042 -1.716  0.508

Multiplicity: 4
E_tot: -1422.48487 Ha
LUMO energy (spin up / spin down): 0.014 / 0.009 hartree
<S²>: 3.763

=====

Record 2
Below is a cluster of 2 separate species, C7H11NO4 in total, with properties calculated with ωB97M-V/def2-TZVPD.

Each line ends with the natural charge from an NBO analysis.
Geometry (Å):
C -1.275 -0.174 -0.293  0.225
H 1.381 -1.387 0.634  0.192
H -2.304 0.584 1.319  0.224
N -0.956 -1.253 -0.719  -0.312
H -4.395 0.122 -0.056  0.184
H 3.112 -1.083 -1.932  0.202
H 2.488 -1.119 2.029  0.191
H 2.054 1.209 -2.011  0.198
H -3.419 -2.227 -0.273  0.485
C 2.239 0.655 -1.095  0.057
O -2.294 2.150 0.019  -0.674
H -1.616 2.376 -0.645  0.488
C 2.865 -0.499 -1.033  0.001
C -2.275 0.717 0.222  -0.032
O -3.268 -1.571 0.463  -0.704
C 2.204 -0.773 1.019  -0.117
O 3.341 -0.988 0.184  -0.494
C -3.395 -0.328 -0.251  -0.069
C 1.744 0.652 1.180  -0.088
H -3.317 -0.604 -1.309  0.184
H 0.701 0.752 1.570  0.182
H 2.411 1.024 1.993  0.178
O 1.840 1.364 -0.014  -0.502

E_tot: -628.88345 Ha
LUMO energy: 0.012 hartree

=====

Record 3
Below is an isolated molecule of C7H11NS, with properties calculated with ωB97M-V/def2-TZVPD.

Each line ends with the natural charge from an NBO analysis.
Geometry (Å):
H -2.019 1.513 -1.035  0.219
C 0.951 -0.902 -0.826  0.400
C 1.378 -2.097 -0.833  -0.603
C -0.014 1.182 -0.701  0.217
H 1.194 -2.739 0.055  0.236
H 0.396 -2.409 2.887  0.241
C -1.240 0.871 -1.380  -0.672
S -0.400 0.829 1.439  0.328
C 0.424 2.648 -0.671  -0.630
C -0.388 -1.758 2.463  -0.710
H -0.935 -1.455 3.359  0.206
N 0.991 0.344 -0.770  -0.531
H -0.928 -2.479 1.931  0.241
H 0.338 3.011 -1.628  0.204
H -1.030 1.070 -2.390  0.229
C 0.034 -0.662 1.462  -0.270
H -0.277 3.108 -0.051  0.206
H -1.579 -0.219 -1.144  0.230
H 1.483 2.693 -0.392  0.235
H 1.621 -2.550 -1.776  0.224

E_tot: -726.07602 Ha
LUMO energy: 0.009 hartree

=====

Record 4
Below is an isolated molecule of C7H11NSi, with properties calculated with ωB97M-V/def2-TZVPD.

Each line ends with the natural charge from an NBO analysis.
Geometry (Å):
H -1.624 1.430 2.247  0.238
H 3.842 -1.480 -0.842  0.201
C 2.681 -0.059 0.269  0.007
C 0.298 -0.178 -0.002  -0.360
H 1.922 -2.661 -1.743  0.215
C 1.723 -1.842 -1.183  -0.483
H -2.428 -0.132 2.395  0.240
C -2.311 0.862 1.675  -1.134
H -2.821 1.788 -1.192  0.380
C 0.478 -1.386 -0.764  0.032
H -0.403 -1.819 -1.134  0.202
Si -1.564 0.298 0.036  1.531
H 1.363 1.324 1.193  0.207
H -2.420 -0.974 -0.510  -0.211
N -1.843 1.415 -1.264  -1.291
H -1.282 2.238 -1.423  0.392
H -3.278 1.373 1.556  0.243
H 3.487 0.433 0.760  0.206
C 1.391 0.505 0.483  -0.510
C 2.788 -1.134 -0.555  -0.106

Multiplicity: 3
E_tot: -617.39793 Ha
LUMO energy (spin up / spin down): 0.029 / -0.125 hartree
<S²>: 2.007

=====

Record 5
Below is the ion C7H11O with charge -1, with properties calculated with ωB97M-V/def2-TZVPD.

Each line ends with the natural charge from an NBO analysis.
Geometry (Å):
C -1.089 0.635 0.342  -0.501
C -2.497 2.768 0.579  -0.801
H 3.025 -1.081 0.388  0.162
H -0.684 2.564 -0.557  0.155
H -3.285 2.323 1.331  0.148
C 0.164 0.037 -0.270  0.069
H -0.848 -1.694 -0.593  0.198
H 0.750 0.926 -0.722  0.162
H -1.731 0.017 0.957  0.178
H 1.181 -3.109 -0.465  0.197
C 2.003 -1.384 0.457  -0.083
H 1.874 -2.244 1.098  0.157
H -0.090 -1.132 -2.171  0.203
O 1.112 -0.272 0.856  -0.572
C 0.121 -1.220 -1.081  -0.425
H 1.748 -1.965 -1.899  0.203
H -2.882 3.536 -0.125  0.163
C 1.385 -2.124 -0.815  -0.455
C -1.411 1.959 0.106  -0.157

E_tot: -348.43921 Ha
LUMO energy: 0.137 hartree
Net charge: -1

=====

Record 6
Below is the ion C7H11O2 with charge +1, with properties calculated with ωB97M-V/def2-TZVPD.

Each line ends with the natural charge from an NBO analysis.
Geometry (Å):
C -2.070 0.184 -1.232  0.901
C 0.426 0.255 1.888  -0.642
H -2.004 0.272 0.799  0.310
C -0.678 -1.341 0.195  -0.411
H 0.505 2.218 -2.751  0.268
H -0.235 1.104 1.723  0.210
H 1.396 0.645 2.187  0.253
H 0.040 -0.351 2.702  0.239
O -2.554 0.650 -2.155  -0.303
H -0.468 -1.881 -0.731  0.247
H 2.146 1.755 -2.168  0.244
C -1.958 -0.493 0.012  -0.611
C 0.587 -0.594 0.632  0.099
O 1.180 0.233 -0.400  -0.443
H -0.886 -2.076 0.971  0.260
H 1.244 0.744 -3.320  0.283
H -2.842 -1.138 0.131  0.304
C 1.154 1.396 -2.447  -0.775
C 0.497 0.606 -1.408  0.341
H 1.362 -1.348 0.816  0.228

E_tot: -423.44563 Ha
LUMO energy: -0.152 hartree
Net charge: +1

=====

Record 7
Below is an isolated molecule of C7H12, with properties calculated with ωB97M-V/def2-TZVPD.

Each line ends with the natural charge from an NBO analysis.
Geometry (Å):
H 0.347 -0.210 -2.123  0.223
C 1.651 -0.535 -0.493  -0.019
H -3.667 1.366 -0.102  0.217
C 2.611 -0.321 0.198  -0.009
C -0.671 0.026 -0.251  -0.364
H -2.170 0.453 -1.739  0.194
H -0.673 -0.404 0.759  0.199
H -2.428 -1.040 -0.872  0.198
H -0.402 1.082 -0.136  0.200
H -2.063 1.393 1.156  0.207
C 3.640 0.000 1.175  -0.679
H -3.364 0.066 1.039  0.209
H 4.182 -0.892 1.500  0.231
C 0.348 -0.674 -1.130  -0.472
C -2.854 0.787 0.387  -0.612
H 0.083 -1.731 -1.245  0.223
H 3.135 0.440 2.042  0.232
C -2.097 0.007 -0.731  -0.410
H 4.364 0.719 0.781  0.231

E_tot: -273.83182 Ha
LUMO energy: 0.039 hartree

=====

Record 8
Below is an isolated molecule of C7H12, with properties calculated with ωB97M-V/def2-TZVPD.

Each line ends with the natural charge from an NBO analysis.
Geometry (Å):
H 1.649 1.337 -1.560  0.208
C -1.209 -0.522 -0.663  -0.225
H 1.880 -1.462 0.662  0.215
C 0.997 -0.812 0.612  -0.415
C -0.054 0.089 -1.418  -0.220
H 0.281 2.161 -0.814  0.207
H 0.384 -2.100 -1.135  0.217
H -1.950 -0.957 -1.334  0.216
H 2.395 0.917 0.631  0.212
H -2.784 0.497 0.450  0.215
C 0.811 1.202 -0.866  -0.409
H -0.122 0.002 -2.499  0.216
H -1.181 0.688 1.157  0.207
H 0.441 -1.004 1.537  0.206
H 0.830 1.279 1.315  0.200
C 0.164 -1.165 -0.622  -0.235
H -2.024 -0.856 1.295  0.210
C -1.829 -0.011 0.623  -0.618
C 1.324 0.716 0.513  -0.409

E_tot: -273.88792 Ha
LUMO energy: 0.042 hartree